{
  "formula": "C4H32NO12",
  "method": "wB97M-V/def2-TZVPD",
  "elements": ["C", "C", "C", "C", "O", "N", "H", "H", "H", "H", "H", "H", "H", "H", "H", "H", "H", "H", "O", "H", "H", "O", "H", "H", "O", "H", "H", "O", "H", "H", "O", "H", "H", "O", "H", "H", "O", "H", "H", "O", "H", "H", "O", "H", "H", "O", "H", "H", "O"],
  "coordinates": [[0.968439, -1.083705, -2.534716], [0.005884, -1.018536, -1.350457], [-0.907839, 0.220762, -1.511397], [-1.195854, 1.022822, -0.254837], [-0.693357, 0.807935, 0.830487], [0.869742, -0.930048, -0.105352], [1.749317, -1.832505, -2.400235], [1.355993, -0.091365, -2.757130], [0.406869, -1.416315, -3.402476], [-0.548267, -1.952559, -1.283688], [-1.812983, -0.146483, -1.990655], [-0.485985, 0.882563, -2.253744], [-1.851477, 1.867726, -0.395961], [1.574903, -1.662112, -0.131361], [0.284123, -1.150928, 0.687556], [1.206867, 0.043407, -0.135277], [3.861416, -1.842382, -0.890561], [4.215759, -1.665662, 0.566140], [3.832482, -1.201632, -0.170714], [-1.565442, 2.673484, -2.283263], [-3.048207, 3.188673, -2.191467], [-2.506663, 2.409038, -2.243247], [3.013733, -3.585051, 1.388044], [1.412817, -3.315984, 1.270597], [2.298335, -3.165610, 0.914974], [1.196511, 2.457470, 2.607835], [1.345030, 0.995929, 2.501377], [1.874424, 1.789211, 2.324958], [2.247017, 1.722575, 0.622527], [2.491190, 1.348539, -0.846361], [1.805815, 1.676272, -0.249193], [-3.830220, 1.031737, -2.097156], [-4.201196, -0.391086, -2.647980], [-4.011823, 0.106952, -1.847920], [0.928442, -0.783268, 3.763076], [0.222945, -0.576520, 2.510514], [1.121661, -0.685794, 2.817781], [-3.256962, -1.949783, -0.905682], [-3.625514, -2.337155, 0.593588], [-2.989843, -2.441021, -0.124716], [0.398055, 4.008159, -1.957876], [0.593519, 2.772884, -1.030772], [0.041981, 3.140057, -1.755480], [-0.720251, 2.496413, 2.104864], [-0.633326, 3.001375, 3.510962], [-0.441076, 3.265846, 2.597785], [-1.076078, -3.253337, 1.252620], [-0.513529, -4.566883, 1.634229], [-0.397894, -3.627427, 1.838578]],
  "atomic_forces_ev_per_a": [[-0.6, -0.4, -0.1], [0.8, 0.3, -0.2], [0.3, -1.3, 0.6], [0.1, -0.5, -0.2], [-0.5, -0.1, 0.3], [-1.4, -1.0, -1.4], [0.1, 0.2, 0.1], [0.3, -0.1, 0.0], [-0.1, 0.1, -0.2], [-0.2, 0.1, 0.1], [-0.3, 0.4, 0.4], [0.3, 0.4, 0.0], [-0.3, 0.2, 0.1], [0.9, 0.2, 0.1], [0.2, 0.5, 0.2], [0.6, 0.0, 1.0], [0.1, 0.0, 0.0], [0.2, -0.1, 0.5], [-0.1, 0.5, -0.9], [-0.3, 0.4, 0.1], [0.0, 0.7, -0.1], [-0.2, -0.4, -0.5], [-0.4, -0.4, 0.5], [0.2, -0.6, 0.8], [-0.1, 0.5, -1.1], [1.0, 0.1, -0.6], [0.9, -0.4, -0.1], [-0.9, 0.8, 0.7], [-0.5, 0.3, 0.8], [0.2, 0.3, -0.2], [0.5, -0.5, -0.9], [0.2, -0.5, -0.1], [-0.2, 0.3, -0.2], [-0.1, -0.2, 0.2], [0.6, -0.2, 0.1], [-0.6, 0.1, -0.5], [-0.6, -0.4, 0.7], [-0.5, 0.3, 0.3], [-0.2, 0.3, -0.6], [0.9, -0.5, 0.4], [0.1, 0.1, 0.0], [0.1, 0.2, -0.4], [0.2, -0.1, 0.2], [-0.3, -0.5, -0.7], [-0.1, 0.4, -0.1], [0.1, 0.1, 0.9], [-0.1, 0.2, 0.1], [0.2, -0.1, 0.3], [-0.3, -0.1, -0.7]],
  "nbo_charge": [-0.63, -0.04, -0.58, 0.49, -0.64, -0.73, 0.22, 0.22, 0.24, 0.22, 0.29, 0.26, 0.18, 0.47, 0.43, 0.47, 0.47, 0.48, -0.95, 0.52, 0.49, -1.01, 0.50, 0.51, -1.01, 0.49, 0.48, -0.99, 0.54, 0.49, -0.99, 0.51, 0.48, -0.98, 0.49, 0.47, -0.92, 0.50, 0.49, -0.99, 0.50, 0.52, -1.00, 0.48, 0.48, -0.93, 0.49, 0.49, -0.96],
  "lumo_energy_ev": -2.5,
  "charge": 1,
  "e_above_lowest_kcal_mol": 18.1,
  "gap_ev": 10.87
}